one.
The following is a DFT calculation (ωB97M-V with the def2-TZVPD basis set) of 2 unconnected molecules or ions with the total composition C6H9O2.

* total charge: -1
* HOMO-LUMO gap: 5.9 eV
* LUMO energy: 1.942 eV
* HOMO level: -3.921 eV

CARTESIAN COORDINATES (ANGSTROEM)
O  2.786  -0.462  1.662
C  2.567  0.239  0.588
O  3.006  1.425  0.309
C  1.733  -0.504  -0.435
C  0.200  -0.233  -0.568
C  -0.678  -0.293  0.818
C  -2.530  0.916  -0.086
C  -2.195  -0.172  0.675
H  2.105  -0.216  -1.435
H  2.057  -1.512  -0.334
H  0.117  0.639  -1.214
H  -0.035  -1.171  -1.150
H  -0.241  0.519  1.428
H  -0.411  -1.198  1.330
H  -1.914  1.574  -0.677
H  -3.558  1.425  -0.169
H  -3.009  -0.976  -0.744


two.
The following is a DFT calculation (ωB97M-V with the def2-TZVPD basis set) of 2 unconnected molecules or ions with the total composition C6H9O2.

* total charge: -1
* HOMO-LUMO gap: 6.5 eV
* LUMO energy: 2.633 eV
* HOMO level: -3.909 eV

CARTESIAN COORDINATES (ANGSTROEM)
O  0.635  -2.267  -0.689
C  0.530  -1.744  0.466
O  1.418  -1.735  1.363
C  -0.847  -1.178  0.777
C  -1.063  0.285  0.486
C  -0.618  0.969  -0.872
C  0.575  3.080  -0.958
C  -0.619  2.444  -0.766
H  -1.166  -1.278  1.806
H  -1.526  -1.865  0.204
H  -0.310  0.784  1.107
H  -2.100  0.563  0.616
H  0.413  0.587  -0.963
H  -1.182  0.530  -1.732
H  1.514  2.604  -1.317
H  0.686  4.200  -0.847
H  -0.386  3.305  0.767


Which of them is the least stable? Correct choice: one.


one.
The following is a DFT calculation (ωB97M-V with the def2-TZVPD basis set) of 2 unconnected molecules or ions with the total composition C6H9O2.

* total charge: -1
* HOMO-LUMO gap: 6.1 eV
* LUMO energy: 4.048 eV
* HOMO level: -2.079 eV

CARTESIAN COORDINATES (ANGSTROEM)
C  3.279  -0.122  0.068
C  0.177  1.848  0.451
C  0.022  0.674  1.359
C  0.671  0.515  0.083
C  0.114  -1.659  -0.980
C  -0.150  -0.140  -0.994
O  3.866  0.704  0.671
O  3.219  -1.092  -0.604
H  -0.598  2.334  -0.132
H  1.059  2.482  0.852
H  0.525  0.477  2.308
H  -0.966  0.286  1.455
H  -0.597  -2.348  -0.366
H  1.109  -1.616  -0.704
H  -0.010  -2.035  -2.041
H  -1.186  0.117  -1.050
H  0.237  0.321  -1.983


two.
The following is a DFT calculation (ωB97M-V with the def2-TZVPD basis set) of a gas-phase ion, C6H9O2 (charge -1).

* total charge: -1
* HOMO-LUMO gap: 7.4 eV
* LUMO energy: 3.585 eV
* structure (SMILES): C=CCCCC(=O)[O-]
* HOMO level: -3.834 eV

CARTESIAN COORDINATES (ANGSTROEM)
C  -0.978  1.269  2.369
C  -0.778  0.293  1.493
C  -1.208  0.296  0.054
C  -0.351  -0.571  -0.887
C  1.145  -0.526  -0.628
C  1.975  -0.536  -1.957
O  2.639  0.498  -2.181
O  1.882  -1.579  -2.641
H  -1.194  2.316  2.189
H  -0.897  1.029  3.429
H  -0.439  -0.666  1.871
H  -2.216  -0.102  0.143
H  -1.295  1.289  -0.395
H  -0.560  -0.352  -1.937
H  -0.727  -1.582  -0.801
H  1.509  -1.397  -0.068
H  1.495  0.323  -0.052


Which of them is the least stable? Correct choice: one.


one.
The following is a DFT calculation (ωB97M-V with the def2-TZVPD basis set) of 2 unconnected molecules or ions with the total composition C14H16O2.

* HOMO-LUMO gap: 8.6 eV
* LUMO energy: 0.500 eV
* structure (SMILES): Cc1ccc(O)cc1.Cc1ccc(O)cc1
* HOMO level: -8.131 eV

CARTESIAN COORDINATES (ANGSTROEM)
C  -1.955  3.166  -1.057
C  -0.784  2.301  -1.416
C  -0.865  0.900  -1.511
C  0.185  0.122  -2.057
C  1.124  0.861  -2.832
O  1.956  0.333  -3.763
C  1.295  2.241  -2.603
C  0.485  2.839  -1.649
H  -2.254  4.061  -1.602
H  -2.032  3.207  0.052
H  -2.780  2.364  -1.293
H  -1.757  0.343  -1.317
H  0.483  -0.891  -1.865
H  1.762  -0.540  -4.111
H  2.180  2.756  -2.987
H  0.666  3.861  -1.329
C  -0.323  -0.466  4.027
C  -0.020  -1.309  2.792
C  1.249  -1.881  2.592
C  1.468  -2.522  1.374
C  0.432  -2.734  0.479
O  0.610  -3.492  -0.651
C  -0.861  -2.210  0.659
C  -1.022  -1.448  1.806
H  0.542  0.076  4.323
H  -0.458  -1.109  4.908
H  -1.107  0.260  3.835
H  1.957  -1.675  3.389
H  2.434  -2.865  1.025
H  1.140  -2.989  -1.296
H  -1.688  -2.402  -0.036
H  -2.064  -1.158  2.112


two.
The following is a DFT calculation (ωB97M-V with the def2-TZVPD basis set) of 2 unconnected molecules or ions with the total composition C14H16O2.

* HOMO-LUMO gap: 8.7 eV
* LUMO energy: 0.766 eV
* structure (SMILES): Cc1ccc(O)cc1.Cc1ccc(O)cc1
* HOMO level: -7.942 eV

CARTESIAN COORDINATES (ANGSTROEM)
C  -2.813  0.047  -1.369
C  -2.255  -1.165  -0.684
C  -2.160  -1.120  0.704
C  -1.757  -2.309  1.360
C  -1.774  -3.536  0.775
O  -1.636  -4.743  1.418
C  -1.924  -3.540  -0.609
C  -1.921  -2.363  -1.337
H  -3.636  -0.085  -2.081
H  -2.048  0.401  -2.087
H  -3.230  0.768  -0.726
H  -2.413  -0.265  1.322
H  -1.489  -2.224  2.412
H  -1.848  -4.627  2.349
H  -1.935  -4.515  -1.111
H  -1.843  -2.373  -2.424
C  0.364  2.246  2.173
C  1.056  2.162  0.853
C  1.903  1.052  0.571
C  2.772  1.204  -0.482
C  3.040  2.485  -1.088
O  4.223  2.555  -1.677
C  2.012  3.433  -0.976
C  1.072  3.280  0.022
H  0.209  1.244  2.510
H  -0.560  2.804  2.134
H  0.953  2.817  2.880
H  1.778  0.209  1.213
H  3.499  0.435  -0.709
H  4.322  3.429  -2.084
H  2.001  4.312  -1.595
H  0.270  4.033  -0.010


Which of them is the least stable? Correct choice: one.


one.
The following is a DFT calculation (ωB97M-V with the def2-TZVPD basis set) of 2 unconnected molecules or ions with the total composition C6H15NO.

* total charge: -1
* ⟨S²⟩: 0.7504
* HOMO-LUMO gap (spin up / spin down): 2.8 / 8.0 eV
* LUMO energy (spin up / spin down): 3.746 / 3.662 eV
* 2S+1: 2
* HOMO level (spin up / spin down): 0.924 / -4.333 eV

CARTESIAN COORDINATES (ANGSTROEM)
C  1.889  1.377  -2.094
C  0.827  0.837  -1.097
C  0.591  -0.698  -1.038
C  -0.169  -1.153  0.183
C  -1.491  -0.973  0.245
N  -2.171  -1.119  1.469
C  0.727  -1.428  1.462
H  2.689  0.537  -2.460
H  1.456  1.740  -2.903
H  2.416  2.182  -1.628
H  -0.108  1.334  -1.292
H  1.242  1.249  -0.052
H  0.029  -1.092  -2.018
H  1.534  -1.248  -1.265
H  -1.907  -0.722  -0.750
H  -1.602  -1.375  2.195
H  -2.854  -0.472  1.692
H  0.342  -2.299  2.170
H  0.749  -0.472  2.035
H  1.723  -1.690  1.306
H  -2.462  2.394  1.239
H  -1.257  1.615  1.329
O  -2.193  1.474  1.270


two.
The following is a DFT calculation (ωB97M-V with the def2-TZVPD basis set) of 2 unconnected molecules or ions with the total composition C6H15NO.

* total charge: -1
* ⟨S²⟩: 0.7504
* HOMO-LUMO gap (spin up / spin down): 2.7 / 9.8 eV
* LUMO energy (spin up / spin down): 3.894 / 3.725 eV
* 2S+1: 2
* HOMO level (spin up / spin down): 1.187 / -6.084 eV

CARTESIAN COORDINATES (ANGSTROEM)
C  2.161  -0.347  0.969
C  1.678  1.006  1.588
C  1.017  -1.269  0.647
O  0.132  -1.565  1.446
N  0.953  -1.795  -0.607
H  2.843  -0.146  0.140
H  2.800  -0.779  1.787
H  0.625  0.879  1.850
H  1.770  1.925  0.999
H  0.147  -2.334  -0.887
H  1.548  -1.391  -1.356
H  2.103  1.120  2.600
C  -1.487  0.667  -1.383
C  -1.109  2.151  -1.030
C  -2.987  0.538  -1.160
H  -0.830  -0.020  -0.836
H  -1.129  0.496  -2.399
H  -1.652  2.813  -0.367
H  -0.072  2.016  -0.669
H  -3.463  -0.274  -1.727
H  -0.910  2.640  -1.978
H  -3.401  1.465  -1.582
H  -3.476  0.614  -0.183


three.
The following is a DFT calculation (ωB97M-V with the def2-TZVPD basis set) of 2 unconnected molecules or ions with the total composition C6H15NO.

* total charge: -1
* ⟨S²⟩: 0.7506
* HOMO-LUMO gap (spin up / spin down): 2.0 / 7.6 eV
* LUMO energy (spin up / spin down): 3.323 / 3.516 eV
* 2S+1: 2
* HOMO level (spin up / spin down): 1.361 / -4.063 eV

CARTESIAN COORDINATES (ANGSTROEM)
C  1.756  -0.271  -0.223
C  1.205  1.103  -0.647
C  -0.279  1.303  -0.524
C  -1.088  0.700  -1.443
N  -0.628  -0.321  -2.226
C  -0.806  2.279  0.505
C  -0.477  1.887  1.897
H  1.982  -0.399  0.830
H  1.153  -1.112  -0.588
H  2.748  -0.375  -0.691
H  1.827  1.846  -0.175
H  1.459  1.181  -1.744
H  -2.075  1.081  -1.524
H  -1.225  -0.678  -2.957
H  0.318  -0.253  -2.577
H  -0.556  3.246  0.067
H  -1.937  2.255  0.383
H  -0.645  2.574  2.767
H  0.589  1.588  1.998
H  -0.936  1.004  2.291
H  -1.476  -6.657  1.656
H  -0.148  -5.760  1.748
O  -0.762  -6.221  1.175


Which of them is the least stable? Correct choice: one.